Entry from OMol25: a 2-piece molecular cluster, C7H14O overall (ωB97M-V/def2-TZVPD).

ORCA input file:
```
! RIJCOSX wB97M-V def2-TZVPD def2/J DEFGRID3
* xyz 0 1
C -1.82 -2.06 0.19
C -1.87 -0.59 -0.18
C -2.99 0.12 0.01
C 0.32 0.25 0.19
C -0.64 0.01 -0.74
C -0.55 0.42 -2.17
C 1.57 1.02 -0.10
H -0.85 -2.43 -0.10
H -2.10 -2.24 1.23
H -2.50 -2.64 -0.43
H -2.99 1.01 -0.64
H -3.81 -0.28 0.55
H 0.08 -0.12 1.18
H 0.32 1.01 -2.46
H -0.18 -0.40 -2.83
H -1.41 0.96 -2.54
H 1.51 1.60 -1.02
H 1.73 1.85 0.59
H 2.46 0.39 0.04
H 4.42 1.24 1.59
H 4.99 -0.01 2.41
O 4.31 0.65 2.36
*
```

Results
Calculated total energy = -9531.46581 eV
Maximum force = 2.5 eV Å⁻¹
Energy relative to the best compared isomer or geometry (same formula, charge and spin) = 2.3008 eV
HOMO level = -8.4 eV